Entry 1:
ORCA calculation (ωB97M-V with the def2-TZVPD basis set) on a molecular structure, C33H38ClN4O5ReS.

```
83
Properties=species:S:1:pos:R:3:mulliken_spin:R:1
Re -0.41 -2.31 -1.58 -0.016
Cl 0.19 -0.71 5.46 0.000
C -0.22 -0.91 3.81 -0.001
C -1.49 -0.55 3.35 0.001
C -1.81 -0.70 2.02 -0.002
C -0.89 -1.22 1.10 0.000
O -1.30 -1.29 -0.18 0.004
C 0.38 -1.63 1.56 0.012
C 1.40 -2.26 0.77 -0.004
N 1.28 -2.61 -0.48 0.001
C 2.34 -3.26 -1.19 -0.001
C 3.63 -3.44 -0.74 0.001
C 4.58 -4.11 -1.53 0.000
C 4.25 -4.59 -2.77 0.000
C 2.94 -4.40 -3.27 0.002
C 2.53 -4.86 -4.55 -0.002
C 1.25 -4.65 -4.97 0.001
C 0.37 -3.95 -4.14 -0.002
N 0.71 -3.50 -2.94 0.001
C 1.99 -3.73 -2.48 0.000
C 0.69 -1.45 2.92 -0.002
H -2.21 -0.16 4.05 0.000
H -2.80 -0.44 1.66 -0.002
H 2.34 -2.46 1.28 0.000
H 3.94 -3.08 0.23 0.000
H 5.58 -4.25 -1.15 0.000
H 4.98 -5.12 -3.37 0.000
H 3.24 -5.38 -5.17 0.000
H 0.91 -5.00 -5.94 0.000
H -0.65 -3.74 -4.45 0.000
H 1.66 -1.75 3.29 0.000
C -1.02 -5.30 -0.82 0.000
O -1.55 -3.95 -1.04 0.000
C -2.83 -3.98 -1.77 -0.001
C -3.28 -2.57 -2.03 0.001
O -2.20 -1.97 -2.78 -0.001
C -2.23 -0.56 -3.03 0.004
C -0.86 -0.19 -3.56 -0.004
O 0.18 -0.62 -2.62 0.023
C 1.52 -0.35 -3.12 -0.002
H -1.79 -5.89 -0.34 0.000
H -0.73 -5.73 -1.78 0.000
H -0.16 -5.19 -0.17 0.000
H -2.67 -4.53 -2.70 0.000
H -3.55 -4.51 -1.15 0.000
H -4.20 -2.56 -2.61 0.000
H -3.41 -2.01 -1.10 -0.001
H -2.99 -0.31 -3.77 0.000
H -2.44 -0.03 -2.09 0.001
H -0.66 -0.68 -4.52 -0.001
H -0.78 0.89 -3.69 -0.001
H 1.57 0.69 -3.42 -0.002
H 2.20 -0.55 -2.30 0.002
H 1.73 -1.00 -3.97 0.000
C -4.29 4.15 1.42 -0.001
C -3.78 3.63 2.76 0.000
C -2.27 3.69 2.90 0.001
N -1.64 2.81 1.90 0.026
C -0.57 3.05 1.19 -0.091
S -0.24 2.08 -0.20 1.022
N 0.30 4.02 1.51 0.028
C 0.76 4.25 2.88 -0.002
O 0.40 3.47 3.72 0.005
C 1.65 5.40 3.06 -0.002
C 2.19 5.57 4.34 0.000
C 3.03 6.64 4.59 0.000
C 3.32 7.55 3.58 0.001
C 2.78 7.38 2.31 -0.001
C 1.94 6.32 2.05 0.001
H -5.38 4.12 1.38 0.000
H -3.93 3.55 0.58 0.003
H -3.98 5.18 1.25 0.000
H -4.12 2.61 2.94 0.000
H -4.20 4.23 3.57 0.000
H -1.93 3.37 3.88 0.007
H -1.89 4.70 2.72 0.000
H -2.14 1.95 1.68 -0.005
H 0.88 4.38 0.76 -0.004
H 1.95 4.86 5.11 0.000
H 3.45 6.77 5.58 0.000
H 3.97 8.39 3.78 0.000
H 3.01 8.10 1.53 0.000
H 1.50 6.24 1.06 0.000
```

Values from the calculation:
Charge: +3
Expectation value of S²: 0.75
Orbital gap (alpha / beta) in eV: 6.865 / 4.478
E_HOMO (alpha / beta) in Eh: -0.570 / -0.570
LUMO energy (alpha / beta) in Ha: -0.3178 / -0.4058
Multiplicity: 2
Energy relative to the best compared isomer or geometry (same formula, charge and spin) in kJ/mol: 34.5

---

Entry 2:
ORCA calculation (ωB97M-V with the def2-TZVPD basis set) on a molecular structure, C33H38ClN5O7RuSSe.

```
87
Properties=species:S:1:pos:R:3:mulliken_spin:R:1
Ru -0.38 -0.22 0.13 1.024
Cl 1.71 3.00 -0.64 0.001
C 1.19 2.08 -2.03 -0.004
C 0.82 2.79 -3.16 -0.009
C 0.43 2.09 -4.30 0.009
C 0.44 0.70 -4.30 0.000
C 0.81 0.02 -3.16 0.021
C 1.18 0.68 -1.98 0.044
C 1.48 -0.09 -0.76 -0.100
H 0.84 3.87 -3.15 0.000
H 0.14 2.64 -5.18 0.000
H 0.17 0.16 -5.19 0.000
H 0.81 -1.07 -3.15 0.004
H 2.15 0.46 -0.09 -0.007
H 1.91 -1.06 -1.01 -0.003
C 2.19 0.89 3.62 0.000
C 1.84 -0.03 2.50 0.004
C 2.85 -1.06 2.09 0.003
O 0.73 0.05 1.97 -0.002
H 2.54 0.32 4.48 0.000
H 1.35 1.52 3.89 0.000
H 3.03 1.52 3.30 0.000
H 3.86 -0.65 2.09 0.001
H 2.61 -1.50 1.13 -0.001
H 2.83 -1.85 2.85 0.000
O -3.14 -0.36 0.11 -0.019
C -2.82 -0.39 -1.09 -0.026
O -1.59 -0.48 -1.46 0.019
C -3.83 -0.35 -2.18 0.000
C -5.19 -0.31 -1.87 0.000
C -6.14 -0.27 -2.88 0.000
C -5.73 -0.28 -4.21 0.000
C -4.38 -0.32 -4.52 -0.001
C -3.43 -0.36 -3.52 0.000
H -5.49 -0.34 -0.83 0.000
H -7.19 -0.24 -2.63 0.000
H -6.47 -0.24 -5.00 0.000
H -4.07 -0.32 -5.56 0.000
H -2.37 -0.37 -3.74 0.001
C -8.84 0.07 2.98 0.000
C -7.80 0.51 1.96 0.000
S -6.42 1.28 2.79 0.000
O -5.66 0.24 3.45 0.000
O -6.89 2.40 3.56 0.000
C -5.40 1.87 1.46 0.002
C -4.33 2.80 2.04 0.000
N -3.10 2.66 1.25 -0.001
C -2.13 1.79 1.57 -0.005
N -1.20 1.73 0.61 0.015
C -1.63 2.56 -0.40 0.023
C -2.81 3.12 -0.02 -0.008
N -3.62 4.01 -0.78 0.000
O -3.22 4.30 -1.89 0.000
O -4.69 4.34 -0.30 0.000
C -2.15 1.00 2.83 0.007
H -9.69 -0.37 2.46 0.000
H -9.19 0.92 3.56 0.000
H -8.43 -0.67 3.66 0.000
H -8.19 1.26 1.26 0.000
H -7.38 -0.32 1.39 0.000
H -6.01 2.39 0.71 0.000
H -4.94 0.99 1.03 -0.001
H -4.07 2.50 3.05 0.000
H -4.66 3.83 2.07 0.000
H -1.10 2.69 -1.33 -0.013
H -2.08 1.66 3.70 0.000
H -1.32 0.32 2.84 -0.010
H -3.09 0.45 2.91 0.000
C -2.31 -3.49 -2.14 -0.009
N -2.72 -3.27 -0.76 0.002
C -1.92 -2.99 0.28 0.005
Se -0.06 -2.68 0.24 0.034
N -2.68 -2.85 1.37 -0.004
C -4.02 -2.99 1.04 0.000
C -5.18 -2.87 1.79 0.000
C -6.37 -3.06 1.10 0.000
C -6.40 -3.35 -0.27 0.000
C -5.23 -3.46 -1.01 -0.001
C -4.04 -3.27 -0.32 0.000
H -1.24 -3.32 -2.21 0.006
H -2.84 -2.79 -2.78 0.000
H -2.55 -4.51 -2.43 -0.001
H -2.30 -2.60 2.27 0.000
H -5.17 -2.62 2.84 0.000
H -7.30 -2.99 1.65 0.000
H -7.35 -3.49 -0.76 0.000
H -5.26 -3.67 -2.07 0.000
```

Values from the calculation:
Charge: +1
Expectation value of S²: 0.76
Orbital gap (alpha / beta) in eV: 8.109 / 7.619
E_HOMO (alpha / beta) in Eh: -0.403 / -0.404
LUMO energy (alpha / beta) in Ha: -0.1053 / -0.1240
Multiplicity: 2
Energy relative to the best compared isomer or geometry (same formula, charge and spin) in kJ/mol: 0.0

---

Entry 3:
ORCA calculation (ωB97M-V with the def2-TZVPD basis set) on a molecular structure, C33H38N6O12 at a distorted geometry.

```
89
Properties=species:S:1:pos:R:3:mulliken_charge:R:1
C -0.83 1.26 -1.37 -1.953
C -0.46 2.30 -2.46 1.571
C 1.07 2.01 -2.72 -0.861
C 1.23 0.82 -3.72 0.325
C 0.53 1.10 -5.03 -1.151
C -1.11 1.38 -4.76 1.116
N -1.33 2.15 -3.54 1.069
O -2.59 2.40 -3.31 -0.354
C -1.96 0.13 -4.96 -1.624
C -1.53 2.42 -5.82 -2.068
C -0.48 3.76 -1.93 -1.694
H -1.24 0.29 -1.76 0.305
H -1.66 1.56 -0.74 0.561
H -0.03 1.12 -0.64 0.364
H 1.75 1.77 -1.80 0.440
H 1.38 2.89 -3.44 0.273
H 0.96 -0.15 -3.30 0.104
H 2.39 0.65 -3.96 -0.234
H 0.71 0.26 -5.70 0.533
H 0.83 2.09 -5.53 0.238
H -3.00 0.20 -4.87 0.467
H -1.68 -0.51 -4.11 0.390
H -1.56 -0.58 -5.78 0.356
H -1.57 1.90 -6.70 0.495
H -0.84 3.10 -5.64 0.690
H -2.57 2.82 -5.72 0.335
H -1.41 4.30 -1.57 0.385
H -0.25 4.63 -2.66 0.408
H 0.25 3.90 -1.21 0.363
N 1.60 -1.22 1.32 0.641
O 1.22 -0.17 1.89 -0.438
O 1.59 -2.28 1.96 -0.613
O 1.58 -1.24 0.04 -0.551
C 0.78 3.73 4.38 -0.413
C 1.29 2.66 3.37 -0.071
C 1.97 3.11 2.10 -0.242
C 1.92 4.54 1.71 0.165
C 1.50 5.63 2.79 -0.510
C 0.91 5.03 4.05 -0.394
N 2.47 5.05 0.51 0.898
O 2.72 6.28 0.38 -0.596
O 2.77 4.19 -0.38 -0.557
H 0.18 3.35 5.27 0.319
H 1.27 1.54 3.56 0.293
H 2.37 2.24 1.45 0.305
H 1.65 6.69 2.42 0.370
H 0.73 5.81 4.65 0.445
C -3.53 -0.78 1.23 -0.269
C -4.80 -1.57 1.45 -0.668
C -4.81 -2.75 2.45 -0.621
C -3.50 -3.28 3.02 -0.022
C -2.18 -2.51 2.51 -0.153
C -2.29 -1.29 1.52 0.102
N -3.29 -4.50 3.85 0.968
O -4.35 -5.14 4.21 -0.616
O -2.24 -4.90 4.04 -0.548
H -3.59 0.15 0.74 0.491
H -5.74 -1.15 1.06 0.341
H -5.55 -3.45 2.60 0.512
H -1.16 -2.88 2.92 0.439
H -1.30 -0.68 1.62 0.010
C 0.86 -3.52 7.20 -0.603
C 0.04 -2.95 8.38 -0.515
C -0.92 -1.72 8.01 -0.693
C -0.71 -1.06 6.65 0.332
C 0.35 -1.51 5.65 -0.039
C 1.01 -2.81 6.03 -0.437
N -1.52 0.12 6.53 0.852
O -2.48 0.43 7.40 -0.559
O -1.34 0.86 5.54 -0.542
H 1.49 -4.36 7.47 0.400
H 0.07 -3.33 9.30 0.527
H -1.32 -1.35 8.81 0.535
H 0.41 -0.92 4.56 0.162
H 1.70 -3.19 5.40 0.574
C 1.82 -3.60 -3.04 -0.208
C 1.88 -4.73 -4.02 -0.565
C 2.56 -4.36 -5.42 -0.295
C 3.05 -2.95 -5.72 0.043
C 3.19 -2.02 -4.47 -0.269
C 2.26 -2.37 -3.17 -0.386
N 3.60 -2.72 -6.95 0.900
O 3.55 -3.65 -7.81 -0.588
O 4.07 -1.62 -7.24 -0.577
H 1.12 -3.59 -2.15 0.305
H 1.35 -5.59 -3.77 0.436
H 2.48 -5.12 -6.28 0.352
H 3.84 -0.84 -4.50 0.294
H 2.39 -1.78 -2.33 0.698
```

Values from the calculation:
Charge: 0
Orbital gap in eV: 3.512
E_HOMO in Eh: -0.304
LUMO energy in Ha: -0.1746
Multiplicity: 1
Energy relative to the best compared isomer or geometry (same formula, charge and spin) in kJ/mol: 314.0

---

Entry 4:
ORCA calculation (ωB97M-V with the def2-TZVPD basis set) on 3 unconnected molecules or ions with the total composition C33H39BCl4N3O8PS at a distorted geometry.

```
90
Properties=species:S:1:pos:R:3:mulliken_charge:R:1
C 5.00 -1.93 5.06 -0.662
C 4.76 -1.92 3.76 -0.549
C 4.41 -1.56 2.23 -0.378
C 2.87 -1.74 1.79 0.626
P 2.29 -3.43 2.43 0.449
C 3.67 -4.76 2.29 -0.925
O 1.97 -3.41 4.15 -0.586
C 1.87 -0.49 2.06 0.879
C 1.66 -0.28 3.69 -1.302
C 2.62 0.91 1.64 -0.261
C 2.38 1.61 0.21 0.176
C 3.17 2.94 0.00 -0.367
C 4.15 3.57 1.05 -0.375
N 4.35 2.93 2.31 -0.559
C 3.62 1.72 2.55 -0.171
C 0.41 -0.66 1.34 2.316
C -0.61 -1.67 2.13 -0.855
C -1.24 -2.43 3.02 -1.237
O -0.33 0.54 1.11 -0.107
C -1.02 1.15 2.20 -0.708
C -2.64 1.08 1.89 -0.154
N -3.35 -0.01 2.63 -0.188
C -4.66 -0.36 1.94 -0.113
C -5.05 -1.91 2.27 0.622
C -5.78 -2.68 1.06 -1.154
O -5.87 -1.90 3.49 -0.558
C 0.48 -1.43 -0.12 -1.167
N 0.14 -2.89 -0.04 -0.349
B -0.73 -0.76 -1.06 1.036
O -2.14 -0.92 -0.80 -0.473
O -0.39 0.03 -2.27 -0.471
O 1.70 -1.27 -0.86 -0.094
S 3.03 -1.94 -0.10 1.450
O 3.25 -3.37 -0.54 -0.677
O 4.24 -1.10 -0.53 -0.752
H 5.28 -1.78 6.17 0.356
H 5.00 -2.36 1.61 0.571
H 4.91 -0.56 1.91 0.560
H 3.42 -5.55 3.09 0.361
H 3.65 -5.24 1.23 0.292
H 4.73 -4.35 2.45 0.285
H 1.00 -3.40 4.29 0.304
H 1.27 0.81 3.78 0.488
H 2.64 -0.31 4.28 0.319
H 0.97 -1.04 4.18 0.205
H 1.65 1.21 -0.57 -0.159
H 3.01 3.51 -1.00 0.185
H 4.71 4.56 0.82 0.320
H 3.87 1.25 3.58 0.220
H -1.96 -3.04 3.67 0.375
H -0.82 0.80 3.27 0.335
H -0.78 2.29 2.18 0.256
H -3.06 2.09 2.31 0.398
H -2.87 1.12 0.76 -0.266
H -3.66 0.31 3.57 0.303
H -4.61 -0.22 0.79 -0.099
H -5.53 0.33 2.30 0.385
H -4.05 -2.46 2.49 -0.224
H -6.87 -2.31 0.87 0.290
H -5.21 -2.64 0.06 0.256
H -5.88 -3.80 1.36 0.309
H -5.44 -2.59 4.07 0.376
H -0.85 -3.08 -0.24 0.243
H 0.67 -3.45 -0.74 0.334
H -2.67 -0.18 -1.17 -0.038
H -0.06 0.89 -1.91 0.188
Cl -4.08 1.33 -1.59 -0.156
C -3.90 2.13 -3.11 0.254
C -2.79 2.96 -3.28 -0.432
C -2.60 3.63 -4.49 -0.578
C -3.51 3.47 -5.53 -0.605
C -4.62 2.64 -5.36 -0.357
C -4.82 1.97 -4.15 0.394
Cl -6.22 0.97 -4.01 -0.209
H -2.08 3.09 -2.48 0.398
H -1.73 4.27 -4.62 0.432
H -3.36 3.98 -6.47 0.386
H -5.33 2.52 -6.17 0.411
Cl 0.84 4.50 -6.39 -0.190
C 1.52 3.11 -5.60 0.312
C 1.20 1.86 -6.12 -0.445
C 1.72 0.71 -5.53 -0.469
C 2.56 0.81 -4.43 -0.571
C 2.88 2.07 -3.91 -0.493
C 2.36 3.22 -4.50 0.242
Cl 2.79 4.74 -3.80 -0.218
H 0.54 1.77 -6.98 0.402
H 1.47 -0.27 -5.93 0.393
H 2.97 -0.08 -3.97 0.393
H 3.54 2.14 -3.05 0.612
```

Values from the calculation:
SMILES string: C#CC[C@@]1(P(C)O)[C@@](C)(c2cccnc2)[C@@](C#C)(OCCNC[C@H](C)O)[C@@](N)(B(O)O)OS1(=O)=O.Clc1ccccc1Cl.Clc1ccccc1Cl
Charge: 0
Orbital gap in eV: 7.974
E_HOMO in Eh: -0.292
LUMO energy in Ha: 0.0006
Multiplicity: 1
Energy relative to the best compared isomer or geometry (same formula, charge and spin) in kJ/mol: 994.8

---

Entry 5:
ORCA calculation (ωB97M-V with the def2-TZVPD basis set) on a molecular structure, C33H39F5N3O4SW at a distorted geometry.

```
86
Properties=species:S:1:pos:R:3:mulliken_charge:R:1
W -0.35 0.17 0.38 1.337
C 1.13 -0.39 -2.67 -1.102
N 0.93 -1.24 -1.47 1.037
C 0.15 -2.45 -1.90 -1.352
C -1.22 -2.23 -2.56 -1.063
C -2.18 -1.33 -1.74 0.056
N -1.72 -1.31 -0.35 0.179
C -2.11 -2.32 0.38 -0.465
C -1.53 -2.72 1.61 0.688
C -2.16 -3.72 2.39 -1.008
C -1.59 -4.17 3.56 -1.001
C -0.36 -3.66 3.98 -0.710
C 0.30 -2.70 3.23 -1.149
C -0.27 -2.21 2.06 0.910
O 0.37 -1.28 1.31 0.898
C 2.28 -1.79 -1.09 -1.140
C 2.99 -1.15 0.10 -0.330
C 2.96 0.38 0.12 -1.388
N 1.73 0.88 0.75 -0.467
C 1.93 1.43 1.92 0.063
C 0.98 2.14 2.70 0.008
C 1.37 2.74 3.92 -1.063
C 0.54 3.61 4.58 -0.957
C -0.72 3.91 4.04 -0.779
C -1.13 3.35 2.85 -0.859
C -0.31 2.45 2.16 0.894
O -0.64 1.95 0.97 1.466
H 1.71 -0.93 -3.44 0.499
H 1.66 0.52 -2.41 0.380
H 0.16 -0.13 -3.11 -0.038
H 0.02 -3.08 -1.01 0.594
H 0.75 -3.02 -2.62 0.711
H -1.65 -3.22 -2.67 0.436
H -1.11 -1.83 -3.57 0.412
H -3.20 -1.72 -1.82 0.825
H -2.18 -0.31 -2.13 -0.989
H -2.92 -2.95 0.00 0.698
H -3.10 -4.12 2.06 0.540
H -2.09 -4.93 4.15 0.486
H 0.08 -4.00 4.91 0.524
H 1.25 -2.31 3.55 0.538
H 2.94 -1.73 -1.96 0.312
H 2.18 -2.85 -0.85 0.556
H 4.03 -1.47 0.05 0.635
H 2.58 -1.51 1.05 0.046
H 3.04 0.80 -0.90 0.422
H 3.83 0.74 0.68 0.626
H 2.95 1.44 2.32 0.575
H 2.35 2.51 4.33 0.536
H 0.85 4.07 5.50 0.485
H -1.37 4.60 4.56 0.541
H -2.09 3.60 2.42 0.578
C -2.67 1.25 -5.01 -1.012
C -2.14 2.66 -4.78 -0.637
C -1.01 2.69 -3.77 -0.546
S -1.69 2.25 -2.11 0.504
O -0.67 1.25 -1.41 -1.498
C -1.42 3.83 -1.23 -0.886
C 0.04 4.15 -0.91 0.467
C 0.84 4.82 -2.02 -1.763
H -3.52 1.28 -5.68 0.437
H -2.99 0.79 -4.08 0.199
H -1.90 0.62 -5.47 0.287
H -2.95 3.31 -4.47 0.342
H -1.76 3.06 -5.72 0.436
H -0.58 3.68 -3.72 0.419
H -0.24 1.96 -4.02 0.324
H -2.00 3.73 -0.31 0.200
H -1.89 4.61 -1.84 0.874
H 0.54 3.22 -0.59 -0.445
H 0.02 4.81 -0.05 0.495
H 1.20 4.12 -2.77 0.389
H 1.72 5.30 -1.58 0.454
H 0.27 5.61 -2.50 0.413
F -6.81 1.21 2.87 -0.242
C -5.54 0.93 2.68 0.540
C -4.77 0.36 3.71 0.340
F -5.31 0.11 4.88 -0.249
C -3.43 0.04 3.50 0.088
F -2.71 -0.53 4.46 -0.325
C -2.81 0.29 2.26 0.763
O -1.54 -0.02 1.99 0.051
C -3.61 0.87 1.28 -0.816
F -2.94 1.03 0.05 0.309
C -4.94 1.20 1.45 -0.276
F -5.61 1.76 0.45 -0.262
```

Values from the calculation:
Charge: +3
Orbital gap in eV: 5.588
E_HOMO in Eh: -0.612
LUMO energy in Ha: -0.4068
Multiplicity: 1
Energy relative to the best compared isomer or geometry (same formula, charge and spin) in kJ/mol: 124.7

---

- Which formula does entry 3 have?
  C33H38N6O12

---

- What is the energy relative to the best compared isomer or geometry (same formula, charge and spin) in the third record?
  314.0 kJ/mol

---

- Number 3 is which compound?
  C33H38N6O12